one:
Below is a structure of composition C3H9NP2, with properties calculated with ωB97M-V/def2-TZVPD.

Geometry as XYZ:
```
15
C3H9NP2 (ωB97M-V/def2-TZVPD)
C -1.8635 0.7294 -2.0771
C 0.6260 -1.4296 2.3285
C 1.1050 -0.5233 -0.3748
N -0.6536 0.8489 0.5060
P -0.4007 0.5831 -1.1609
P 0.5833 -0.1488 1.2851
H -1.6678 1.4131 -2.8612
H -2.6267 -0.0890 -2.2183
H 0.8522 -2.3632 1.7570
H 0.1612 -1.3703 3.2170
H 1.2696 -1.6354 -0.7027
H 2.0970 -0.0975 -0.7469
H -1.1851 1.6714 0.7450
H 0.4846 1.5430 -1.6179
H 1.2183 0.8681 1.9212
```

Output
HOMO-LUMO gap: 0.3099 Ha
HOMO level: -7.64 eV



two:
Below is a structure of composition C3H9NP2, with properties calculated with ωB97M-V/def2-TZVPD.

Geometry as XYZ:
```
15
C3H9NP2 (ωB97M-V/def2-TZVPD)
C -1.1473 -0.9424 -0.2983
C 0.1553 -0.5699 -1.1126
C 1.6151 -0.0047 1.2776
N -0.2093 1.8142 -0.2140
P -2.0640 0.5164 0.2946
P 1.1024 0.7879 -0.3376
H -1.7264 -1.6392 -0.9479
H -0.8235 -1.4989 0.6303
H 0.8616 -1.3296 -1.1386
H -0.0313 -0.1775 -2.0480
H 2.0240 0.6270 1.9350
H 2.3423 -0.5967 0.8790
H 0.8207 -0.6521 1.6563
H -0.2650 2.6396 0.3601
H -2.6546 1.0259 -0.9357
```

Output
HOMO-LUMO gap: 0.2870 Ha
HOMO level: -7.77 eV



three:
Below is the molecule C3H9NP2, with properties calculated with ωB97M-V/def2-TZVPD.

Geometry as XYZ:
```
15
C3H9NP2 (ωB97M-V/def2-TZVPD)
C 1.0319 -0.5976 0.9363
C 1.1807 0.6202 0.0749
C -1.6610 0.7077 0.3148
N -0.3925 -0.0447 -2.0085
P 0.1562 -2.0857 0.1816
P -0.3423 1.0318 -0.8618
H 1.9855 -0.8089 1.4926
H 0.4044 -0.3162 1.7795
H 1.6359 1.4672 0.5526
H 2.0213 0.5370 -0.6342
H -2.5485 1.1475 -0.0160
H -1.4574 1.0115 1.3035
H -1.7628 -0.4170 0.4590
H -1.2359 -0.1454 -2.5967
H 0.9847 -2.1075 -0.9776
```

Output
HOMO-LUMO gap (spin up / spin down): 0.2666 / 0.2706 Ha
HOMO level (spin up / spin down): -7.91 / -8.05 eV



Structures ranked by computed energy, the most stable listed first: two, three, one.



one:
Below is a structure of composition C8H10AsBF4OPtS5, with properties calculated with ωB97M-V/def2-TZVPD.

Geometry as XYZ:
```
31
C8H10AsBF4OPtS5 (ωB97M-V/def2-TZVPD)
Pt 0.7748 2.3916 -0.6701
S 2.5907 4.3189 3.1880
As 1.6464 2.5638 2.5514
S -0.1890 2.9605 1.2503
S 2.4401 1.7197 0.6234
S 1.3238 1.0824 4.0074
F -0.1538 3.0956 -2.5866
B -1.2350 3.1428 -3.5732
F -2.1381 4.1219 -3.1728
F -1.8521 1.8868 -3.6113
F -0.6646 3.4572 -4.8019
C 1.0097 -2.6192 3.3065
C 0.5054 -2.0936 1.9921
C 1.1899 -2.3451 0.8090
C 0.8040 -1.7451 -0.3812
C -0.2952 -0.9083 -0.3912
C -0.9978 -0.6486 0.7761
C -0.5985 -1.2449 1.9584
S -0.6692 0.0404 -1.8676
C -1.8401 -1.1387 -2.5928
O 0.5382 -0.0459 -2.7377
H 1.7304 -3.4257 3.1619
H 0.1929 -2.9890 3.9301
H 1.5015 -1.8029 3.8426
H 2.0758 -2.9708 0.8319
H 1.3792 -1.8596 -1.2920
H -1.7946 0.0863 0.7746
H -1.0959 -0.9858 2.8853
H -1.3288 -2.0868 -2.7591
H -2.1631 -0.6951 -3.5339
H -2.6871 -1.2627 -1.9174
```

Output
HOMO-LUMO gap: 0.2315 Ha
HOMO level: -1.80 eV
charge: -2



two:
Below is a structure of composition C8H10AsBF4OPtS5, with properties calculated with ωB97M-V/def2-TZVPD.

Geometry as XYZ:
```
31
C8H10AsBF4OPtS5 (ωB97M-V/def2-TZVPD)
Pt 0.6450 1.3470 1.2213
S 3.9230 4.4246 -0.1313
As 2.9952 3.4223 1.4851
S 3.0319 1.2294 1.1782
S 0.8074 3.7101 1.5440
S 3.9726 3.9756 3.2761
F -1.7581 1.6085 1.4461
B -3.1653 1.6295 1.6290
F -3.7193 2.5538 0.7651
F -3.4700 1.9579 2.9295
F -3.6676 0.3703 1.3278
C -1.0207 -0.8475 -3.8351
C -0.5093 -0.8116 -2.4224
C -1.3764 -0.8103 -1.3334
C -0.9018 -0.8028 -0.0344
C 0.4780 -0.7258 0.2075
C 1.3610 -0.7551 -0.8910
C 0.8664 -0.7861 -2.1754
S 1.0980 -1.1352 1.8714
C 0.9753 -2.9826 1.5691
O 0.0084 -0.8555 2.8147
H -2.0930 -1.0327 -3.8519
H -0.5195 -1.6278 -4.4109
H -0.8254 0.1054 -4.3289
H -2.4449 -0.8311 -1.4927
H -1.5816 -0.8609 0.8059
H 2.4294 -0.7424 -0.7215
H 1.5614 -0.7996 -3.0055
H -0.0347 -3.2448 1.2851
H 1.2538 -3.4655 2.4983
H 1.6793 -3.2180 0.7793
```

Output
HOMO-LUMO gap: 0.1828 Ha
HOMO level: -1.21 eV
charge: -2



Structures ranked by computed energy, the most stable listed first: one, two.



one:
Below is a cluster of 6 separate species, C15H42O6 in total, with properties calculated with ωB97M-V/def2-TZVPD.

Geometry as XYZ:
```
63
C15H42O6 (ωB97M-V/def2-TZVPD)
C -8.2828 16.5045 -22.7861
C -8.5505 16.0726 -21.3740
C -9.1159 14.6461 -21.2937
O -7.4304 16.1823 -20.5243
H -7.4008 15.9924 -23.1876
H -7.9913 17.5578 -22.8511
H -9.1741 16.3742 -23.3976
H -9.3469 16.7102 -20.9743
H -9.2443 14.3679 -20.2420
H -8.4442 13.8793 -21.6903
H -10.1135 14.5178 -21.7201
H -6.6722 15.7017 -20.9205
C -4.1466 12.2236 -17.4632
C -3.7047 13.0999 -16.3321
C -4.5568 12.9862 -15.0488
O -2.3412 12.7705 -16.0516
H -5.1275 12.5455 -17.8228
H -4.2612 11.1827 -17.1489
H -3.4540 12.2130 -18.3041
H -3.6715 14.1602 -16.6216
H -4.6709 11.9568 -14.7199
H -5.5322 13.4592 -15.1604
H -4.0188 13.6089 -14.3315
H -1.9027 13.4632 -15.5536
C -10.1598 18.7924 -16.0240
C -9.5124 20.1633 -16.2143
C -8.3138 20.0352 -17.1338
O -10.4732 21.0454 -16.7886
H -10.4969 18.4428 -17.0040
H -11.0597 18.9103 -15.4142
H -9.5331 18.0226 -15.5778
H -9.1969 20.5582 -15.2486
H -7.6337 19.2163 -16.8701
H -7.6622 20.9122 -17.1522
H -8.5743 19.7593 -18.1610
H -10.5514 20.8117 -17.7187
C -6.9544 14.9370 -12.4144
C -7.6211 14.8016 -11.0560
O -7.2816 15.9520 -10.2949
H -7.4565 15.6879 -13.0264
H -7.1920 14.0721 -13.0500
H -5.8794 15.0743 -12.3601
H -7.3661 13.8233 -10.6309
H -8.7051 14.7048 -11.1826
H -8.0523 16.1765 -9.7648
C -6.3662 16.6825 -15.4535
C -6.3424 15.8781 -16.7364
O -7.4368 16.3173 -17.5395
H -5.8728 16.2207 -14.6039
H -7.4369 16.7458 -15.2342
H -6.0042 17.7061 -15.5482
H -6.5339 14.8245 -16.5099
H -5.4168 16.0043 -17.3061
H -7.4544 15.9242 -18.4227
C -3.6084 15.3117 -19.8499
C -4.3269 14.1813 -20.5318
O -5.2739 14.7076 -21.4615
H -4.2010 16.0029 -19.2608
H -2.9547 15.8205 -20.5663
H -2.8314 14.8943 -19.1908
H -4.8556 13.5666 -19.7936
H -3.6469 13.4507 -20.9792
H -5.1323 14.3675 -22.3475
```

Output
HOMO-LUMO gap: 0.3777 Ha
HOMO level: -9.86 eV



two:
Below is a cluster of 6 separate species, C15H42O6 in total, with properties calculated with ωB97M-V/def2-TZVPD.

Geometry as XYZ:
```
63
C15H42O6 (ωB97M-V/def2-TZVPD)
C -3.8667 -1.9216 -6.0637
C -3.2494 -0.8422 -5.1864
C -2.9928 -1.2810 -3.7877
O -1.9872 -0.4072 -5.7571
H -3.1938 -2.7476 -6.2645
H -4.2918 -1.4473 -6.9521
H -4.7694 -2.3052 -5.5713
H -3.8434 0.0747 -5.2109
H -2.4251 -2.2055 -3.6850
H -3.9543 -1.4571 -3.2940
H -2.5196 -0.4933 -3.1979
H -2.1979 0.1161 -6.5364
C 3.6625 -2.1956 6.7058
C 3.5926 -1.5640 5.3291
C 2.6500 -0.3811 5.3168
O 4.9186 -1.1874 4.9862
H 3.9370 -1.4550 7.4607
H 4.3734 -3.0187 6.7524
H 2.6887 -2.5974 6.9977
H 3.2093 -2.3392 4.6493
H 2.5674 0.1031 4.3396
H 2.9948 0.4087 5.9898
H 1.6603 -0.6927 5.6565
H 4.9276 -0.8684 4.0794
C 2.5322 3.1237 -2.9328
C 3.7533 2.5981 -2.1856
C 5.0439 2.8243 -2.9333
O 3.8693 3.1402 -0.8789
H 1.7166 3.3348 -2.2370
H 2.2038 2.4124 -3.6883
H 2.7464 4.0991 -3.3802
H 3.6258 1.5087 -2.0762
H 5.3255 3.8771 -2.9559
H 5.0198 2.4144 -3.9452
H 5.8602 2.2541 -2.4772
H 3.0499 2.9196 -0.4235
C -3.8934 -2.5905 0.0430
C -4.4560 -2.5516 1.4561
C -4.0164 -1.3014 2.1759
O -5.8823 -2.5717 1.4393
H -4.1375 -3.5681 -0.3850
H -2.8040 -2.5260 0.0404
H -4.3350 -1.7965 -0.5561
H -4.0733 -3.4190 2.0088
H -4.1202 -0.4370 1.5098
H -2.9689 -1.3532 2.4730
H -4.6232 -1.0496 3.0456
H -6.1388 -3.4442 1.1321
C 0.0132 0.1618 1.3399
C 0.6182 0.5722 0.0150
C -0.3630 1.2610 -0.9171
O 1.6542 1.5494 0.2520
H -0.7245 -0.6309 1.2223
H -0.4869 1.0320 1.7742
H 0.7989 -0.1323 2.0407
H 1.0866 -0.2637 -0.5134
H 0.1492 1.5293 -1.8420
H -0.7164 2.1985 -0.4837
H -1.2105 0.6172 -1.1515
H 2.0682 1.3455 1.0953
O 0.4747 4.8275 1.8738
H 0.6743 4.7280 2.8073
H 0.7755 4.0120 1.4623
```

Output
HOMO-LUMO gap: 0.3650 Ha
HOMO level: -9.74 eV



Structures ranked by computed energy, the most stable listed first: two, one.



one:
Below is a structure of composition H4O2Tl, with properties calculated with ωB97M-V/def2-TZVPD.

Geometry as XYZ:
```
7
H4O2Tl (ωB97M-V/def2-TZVPD)
Tl -0.8236 0.1465 -2.2685
O -0.2033 1.3553 0.3896
H -0.7427 2.0890 0.6842
H 0.6921 1.6119 0.6102
O 0.2319 -1.6623 -0.1674
H 0.5318 -2.4966 0.1935
H 0.3138 -1.0437 0.5584
```

Output
HOMO-LUMO gap: 0.1701 Ha
HOMO level: -28.63 eV
charge: +3



two:
Below is a structure of composition H4O2Tl, with properties calculated with ωB97M-V/def2-TZVPD.

Geometry as XYZ:
```
7
H4O2Tl (ωB97M-V/def2-TZVPD)
Tl 14.3391 3.8988 15.2399
O 18.8140 2.4576 15.0472
H 19.3213 3.0429 15.6096
H 19.4622 1.8571 14.6791
O 11.5469 0.9295 12.9703
H 11.2973 0.7677 12.0605
H 11.1168 0.2320 13.4649
```

Output
HOMO-LUMO gap: 0.0760 Ha
HOMO level: -24.98 eV
charge: +3



Structures ranked by computed energy, the most stable listed first: two, one.



one:
Below is a structure of composition CH2BrNO4, with properties calculated with ωB97M-V/def2-TZVPD.

Geometry as XYZ:
```
9
CH2BrNO4 (ωB97M-V/def2-TZVPD)
C -0.0313 -0.4909 0.2289
N -0.5881 0.1827 -0.9695
O -0.1798 -0.1815 -2.0129
O -1.2807 1.1549 -0.7224
O -0.5364 -0.0377 1.3584
O 1.6148 0.3066 0.0301
Br 0.2553 -2.4148 0.1609
H -0.9248 0.7851 1.0042
H 1.6710 0.6955 0.9222
```

Output
HOMO-LUMO gap: 0.3705 Ha
HOMO level: -11.13 eV



two:
Below is a cluster of 2 separate species, CH2BrNO4 in total, with properties calculated with ωB97M-V/def2-TZVPD.

Geometry as XYZ:
```
9
CH2BrNO4 (ωB97M-V/def2-TZVPD)
C 0.1076 0.3948 0.1416
N -0.3343 1.7687 0.3239
O -1.6458 1.9591 0.1580
O 0.2507 2.6810 0.8387
O -0.6473 -0.4732 -0.1222
O 1.4637 0.2785 0.1509
Br 0.5800 2.1063 -2.0718
H -2.2861 1.1304 -0.1808
H 1.6342 -0.5678 -0.1688
```

Output
HOMO-LUMO gap (spin up / spin down): 0.3061 / 0.2460 Ha
HOMO level (spin up / spin down): -10.09 / -9.46 eV



Structures ranked by computed energy, the most stable listed first: one, two.



one:
Below is a cluster of 2 separate species, C3H5NS in total, with properties calculated with ωB97M-V/def2-TZVPD.

Geometry as XYZ:
```
10
C3H5NS (ωB97M-V/def2-TZVPD)
C 1.6782 -1.3012 -0.0846
C -1.5810 1.2802 -0.0707
C 2.4618 -0.4174 0.0590
N -1.1288 0.0973 -0.0289
S -2.0334 -1.3385 0.1575
H 0.8321 -1.8228 -0.0388
H -0.1268 -0.1565 -0.0289
H -0.8112 2.0820 0.0547
H -2.6707 1.4564 -0.1544
H 3.3800 0.1205 0.1352
```

Output
spin multiplicity: 3
HOMO-LUMO gap (spin up / spin down): 0.2550 / 0.2747 Ha
HOMO level (spin up / spin down): -6.00 / -9.49 eV
expectation value of S²: 2.0062



two:
Below is a cluster of 2 separate species, C3H5NS in total, with properties calculated with ωB97M-V/def2-TZVPD.

Geometry as XYZ:
```
10
C3H5NS (ωB97M-V/def2-TZVPD)
C -0.8991 -0.7730 0.3115
C -3.0924 -0.8225 -0.3226
C 0.7685 0.9717 -0.0296
N -0.4239 0.1624 -0.2173
S -3.8809 0.5161 0.0877
H -0.6938 -1.6322 1.0530
H -3.5721 -1.6970 -0.9005
H 1.5386 0.4990 0.6740
H 1.2837 1.1001 -0.9961
H 0.2088 1.8229 0.2299
```

Output
spin multiplicity: 3
HOMO-LUMO gap (spin up / spin down): 0.2311 / 0.2879 Ha
HOMO level (spin up / spin down): -5.89 / -9.27 eV
expectation value of S²: 2.0183



Structures ranked by computed energy, the most stable listed first: one, two.